# C38H42AsAuCl2NO2P2

A molecular structure, C38H42AsAuCl2NO2P2 (ωB97M-V/def2-TZVPD, the Open Molecules 2025 dataset).

Last column: Löwdin charge in e.
Atoms and positions in Å:
C -0.13 -5.78 2.02  -0.21
H 0.76 4.89 1.53  0.11
C 1.76 6.68 0.83  -0.08
H 2.12 2.83 -2.13  0.04
C -5.64 -0.11 -2.44  -0.16
C 2.92 -2.89 2.25  -0.20
H 6.48 -1.51 -0.84  0.10
C 1.48 2.19 -1.53  -0.28
C -3.28 0.03 -2.00  -0.61
H -0.91 -5.35 2.64  0.06
H 0.45 -2.90 -2.99  0.06
N -2.42 0.13 0.24  -0.21
C -3.48 3.49 -3.28  -0.08
H -4.52 3.02 -1.46  0.11
H 0.77 -5.49 0.07  0.05
C -3.42 0.03 -0.57  -0.56
C 2.17 6.77 -1.54  -0.09
C -4.33 -0.03 -2.89  -0.18
C 4.31 4.12 1.79  -0.10
H -0.47 0.71 4.34  -0.08
C 2.82 2.92 3.25  -0.07
H 1.84 7.12 1.82  0.10
C -1.17 3.36 -1.75  -0.30
H -0.36 -6.85 1.88  0.06
H 2.37 2.78 4.22  0.10
H -2.45 2.89 -0.10  0.10
H 4.04 4.58 3.86  0.10
H 4.02 -2.90 2.22  0.05
H -0.02 -0.97 3.88  -0.09
C 3.02 2.28 0.95  -0.28
C 5.92 -0.70 -1.29  -0.08
C -4.81 -0.07 -0.17  -0.63
P 0.25 3.23 -0.66  0.71
H -6.86 -0.20 -0.66  0.09
C -0.48 -0.04 3.54  -0.30
C 0.68 -3.33 -2.01  -0.18
H -6.47 -0.17 -3.13  0.07
H 3.89 2.15 -2.90  0.09
Cl -5.17 -0.08 1.54  0.57
C 1.56 5.53 -1.69  -0.09
O 1.79 -0.03 0.13  -0.33
H 0.96 1.48 -2.18  0.06
H 5.03 4.92 1.63  0.10
C 4.46 1.36 -2.43  -0.08
H 2.61 -3.63 3.00  0.05
H -0.12 3.74 -3.60  0.09
H -2.17 3.87 -4.94  0.10
P 2.47 1.18 -0.38  0.71
H -4.38 3.52 -3.88  0.10
C 4.74 -0.29 -0.70  -0.07
C 2.44 2.09 2.20  -0.07
C 6.38 -0.09 -2.45  -0.09
C -2.24 3.68 -3.88  -0.09
H 1.68 1.33 2.33  0.08
C -2.41 3.16 -1.15  -0.08
H 5.99 1.42 -3.93  0.10
H 0.28 -1.49 -0.93  0.00
H 2.61 -1.91 2.61  0.05
H -1.10 -2.56 -1.03  0.05
C -5.86 -0.14 -1.06  -0.18
H 2.61 -2.39 0.18  0.02
H 4.39 3.44 -0.24  0.11
H 7.30 -0.41 -2.91  0.10
C 1.05 4.86 -0.58  -0.26
C -3.56 3.23 -1.92  -0.07
As 0.33 -3.11 0.94  1.20
C 3.99 0.75 -1.27  -0.26
O -0.11 2.76 0.69  -0.36
H 1.49 5.10 -2.68  0.09
C -0.02 -5.05 0.68  -0.48
C 5.64 0.94 -3.02  -0.09
H 1.77 -3.31 -1.90  0.06
H 2.74 8.31 -0.15  0.10
H 4.36 -0.78 0.19  0.10
C 1.15 5.44 0.68  -0.07
C 3.95 3.29 0.74  -0.08
H -0.96 -5.13 0.12  0.06
H 2.65 -4.13 0.49  0.06
H 0.37 -4.37 -2.03  0.05
Au -1.38 0.11 1.87  0.85
H 2.57 7.29 -2.40  0.10
C 3.75 3.93 3.04  -0.09
H -4.10 -0.02 -3.95  0.09
Cl -1.65 0.12 -2.65  0.68
C -1.08 3.62 -3.12  -0.11
C 2.31 -3.17 0.89  -0.47
H 0.80 -5.72 2.58  0.05
C 2.27 7.34 -0.27  -0.09
C -0.01 -2.54 -0.91  -0.49

**HOMO-LUMO gap**: 5.172 eV
**Net charge**: -1
**ΔE to the lowest compared entry with this formula, charge and spin**: 23.28 kcal per mole
**Electronic energy**: -5653.01941 Eh
**Molecular weight**: 949.5 g/mol
**HOMO energy**: -3.0122 eV